1.
Computed, not measured: 9 unconnected molecules or ions with the total composition C33H69N2O11PS8, with the ωB97M-V functional and the def2-TZVPD basis.

Geometry as XYZ:
```
124
Properties=species:S:1:pos:R:3:mulliken_charge:R:1
C 1.90392 -2.38888 1.14344 -0.089
C 2.33373 -1.94283 0.09297 -0.441
C 2.65454 -1.34828 -1.32635 -0.428
C 1.87504 0.03125 -1.48391 0.544
C 2.40304 1.20675 -0.69219 -0.509
N 1.80261 2.44091 -0.72636 -0.626
C 0.64895 2.47169 -1.52859 0.223
C -0.11492 3.77962 -1.62200 -0.670
C -1.36647 3.93229 -2.42520 -0.553
C -1.84413 2.70339 -3.17614 0.920
C -3.18018 2.71215 -4.02330 -0.925
C -4.40087 3.10901 -3.08371 -0.782
P -4.82192 1.83947 -1.78052 0.597
O -3.65191 1.07762 -1.22373 -0.233
O -5.47456 2.72535 -0.48692 -0.475
C -5.83701 1.82236 0.60278 0.531
C -7.17284 2.43985 1.25383 -1.118
O -6.01631 0.84743 -2.40741 -0.448
C -5.57373 -0.52892 -2.57279 0.348
C -6.44148 -1.15360 -3.78286 -1.173
C -1.09186 1.43985 -3.11211 -0.379
C 0.18702 1.27498 -2.29016 0.389
N 0.77959 0.00532 -2.30903 -0.549
H 1.33514 -2.53105 2.09885 0.343
H 3.75451 -1.09757 -1.32027 0.299
H 2.39362 -2.06103 -2.16530 0.299
H 3.31621 1.07302 -0.05157 0.447
H 0.21214 4.69832 -1.05244 0.500
H -1.90102 4.92834 -2.42305 0.320
H -3.34279 1.76883 -4.61931 0.360
H -3.06728 3.55752 -4.78207 0.379
H -5.32743 3.25379 -3.73547 0.425
H -4.21438 4.08662 -2.55351 0.399
H -5.99985 0.76511 0.23236 0.112
H -5.03872 1.79281 1.41619 -0.161
H -7.30202 3.48804 0.82704 0.266
H -8.04370 1.80040 0.91805 0.285
H -7.10035 2.53492 2.37976 0.308
H -5.80591 -1.15006 -1.64687 0.104
H -4.49682 -0.64525 -2.87571 0.099
H -7.29361 -1.78185 -3.40255 0.297
H -6.76678 -0.28584 -4.42629 0.318
H -5.74968 -1.79476 -4.40316 0.316
H -1.49892 0.55878 -3.69647 0.122
C -2.70355 -4.44116 0.68276 -0.546
S -3.51710 -2.99706 -0.03654 0.477
O -3.85176 -3.33090 -1.45210 -0.650
C -2.05162 -1.94593 -0.06167 -0.582
H -3.43243 -5.24886 0.75754 0.226
H -1.87566 -4.75972 0.04718 -0.047
H -2.33742 -4.19323 1.68033 0.403
H -1.26465 -2.41816 -0.65265 0.262
H -1.70605 -1.77873 0.95997 0.404
H -2.32117 -0.98976 -0.51328 0.059
C 6.53548 -3.92845 1.51394 -1.020
S 5.31069 -2.62611 1.27493 0.827
O 5.67883 -1.88790 0.02674 -0.720
C 5.83555 -1.61892 2.67401 -1.021
H 6.41765 -4.66250 0.71565 0.392
H 7.54078 -3.50698 1.47467 0.321
H 6.36801 -4.41113 2.47731 0.243
H 6.88300 -1.34229 2.56239 0.289
H 5.69229 -2.17688 3.59818 0.300
H 5.22215 -0.71711 2.69697 0.387
C 2.49192 -5.59628 -0.49087 -0.646
S 0.74769 -6.02891 -0.34612 0.737
O 0.47116 -6.29919 1.09657 -0.642
C 0.88273 -7.62290 -1.17892 -1.117
H 2.65152 -4.63757 0.00264 -0.138
H 3.10548 -6.36009 -0.00916 0.382
H 2.75857 -5.50886 -1.54560 0.401
H 1.59849 -8.25761 -0.65368 0.332
H 1.20285 -7.46827 -2.21031 0.373
H -0.09798 -8.09941 -1.17272 0.312
C -1.77676 2.71601 2.18561 -0.456
S -1.51323 2.61370 3.96604 0.483
O -1.62350 1.17800 4.35241 -0.621
C -3.06095 3.41823 4.42743 -0.848
H -0.93862 2.23251 1.68316 0.218
H -2.70345 2.20627 1.91577 -0.067
H -1.82268 3.76367 1.88356 0.390
H -3.90597 2.86347 4.01595 0.193
H -3.06461 4.44270 4.05180 0.342
H -3.13126 3.43198 5.51499 0.349
C -5.15927 -9.67562 0.82763 -0.948
S -4.18301 -8.22400 0.38597 0.560
O -3.91718 -8.29372 -1.07803 -0.627
C -2.67898 -8.74611 1.23494 -0.674
H -6.14227 -9.58361 0.36573 0.326
H -4.66901 -10.57917 0.46134 0.294
H -5.27242 -9.72202 1.91198 0.327
H -2.34563 -9.70865 0.84288 0.350
H -2.87346 -8.82300 2.30586 0.386
H -1.90596 -7.99590 1.06142 0.005
C 3.45804 7.82551 -3.25054 -0.991
S 1.74349 7.29634 -3.07323 0.491
O 1.50808 7.01733 -1.62523 -0.604
C 1.95367 5.70794 -3.89977 -0.782
H 3.57207 8.79462 -2.76445 0.317
H 4.12192 7.10077 -2.77622 0.314
H 3.70098 7.92179 -4.30974 0.380
H 2.71292 5.11755 -3.38406 0.275
H 2.24678 5.87458 -4.93760 0.473
H 1.00203 5.17683 -3.87361 0.124
C 0.87097 9.60103 -0.31469 -0.520
S -0.39604 10.86304 -0.53697 0.488
O -0.06397 11.61403 -1.78234 -0.627
C 0.10895 11.88631 0.86112 -0.917
H 0.77092 8.86325 -1.11402 -0.035
H 1.86202 10.05673 -0.36311 0.325
H 0.73041 9.10855 0.64875 0.361
H 1.14759 12.19757 0.73841 0.296
H -0.00751 11.32048 1.78677 0.329
H -0.53212 12.76730 0.89330 0.326
C 8.88158 -5.22115 4.58709 -0.970
S 8.53497 -3.56733 5.21856 0.425
O 7.97144 -2.76743 4.09044 -0.496
C 10.25940 -3.07942 5.41764 -1.007
H 7.93403 -5.70695 4.35351 0.300
H 9.48824 -5.15464 3.68233 0.305
H 9.40534 -5.79932 5.34975 0.417
H 10.77865 -3.14824 4.46043 0.310
H 10.73825 -3.72767 6.15306 0.401
H 10.28701 -2.04920 5.77192 0.320
```

Values from the calculation:
**2S+1**: 1
**Gap between HOMO and LUMO**: 0.2930 Eh
**Strongest force on any atom**: 4.79 eV Å⁻¹
**Calculated total energy**: -5762.44422 a.u.


2.
Computed, not measured: a single C5H10N2O molecule, with the ωB97M-V functional and the def2-TZVPD basis.

Geometry as XYZ:
```
18
Properties=species:S:1:pos:R:3:mulliken_charge:R:1
H 2.89073 0.23715 -0.85984 0.284
N 2.21028 0.02308 -1.59003 -0.659
C 1.05105 0.47546 -1.29722 0.142
O 0.94057 1.47908 -0.22627 -0.449
C -0.02225 1.02990 0.62355 -0.013
N -1.07415 1.92090 0.77796 -0.416
C -0.38846 -0.63152 -0.00806 0.629
C -1.58884 -0.84704 -0.56589 -0.890
C 0.34801 -1.73621 0.69124 -1.479
H 0.27059 0.63894 -2.03987 0.398
H 0.39761 0.70892 1.58006 0.334
H -1.08946 2.69162 0.12277 0.230
H -1.44052 1.99736 1.71739 0.222
H -2.12632 -0.05490 -1.08163 0.269
H -2.09585 -1.80723 -0.51780 0.306
H -0.21633 -2.17574 1.51887 0.381
H 1.29274 -1.40361 1.13804 0.366
H 0.64059 -2.54616 0.01673 0.346
```

Values from the calculation:
**2S+1**: 1
**Gap between HOMO and LUMO**: 0.3463 Eh
**Structure (SMILES)**: [H]/N=C\O[C@@H](N)C(=C)C
**Energy above the lowest of the compared OMol25 structures with the same formula, charge and spin**: 3.6856 eV
**Strongest force on any atom**: 4.18 eV Å⁻¹
**Calculated total energy**: -381.14999 a.u.


3.
Computed, not measured: a molecular structure, C23H23LiN9S, with the ωB97M-V functional and the def2-TZVPD basis.

Geometry as XYZ:
```
57
Properties=species:S:1:pos:R:3:mulliken_charge:R:1
Li 0.76883 0.02752 0.39203 0.865
N -2.04078 -2.06013 -2.10738 -0.093
C -2.36811 -1.32113 -3.26697 0.793
C -3.47620 -1.63586 -4.04288 -0.850
C -3.78914 -0.82077 -5.11804 -0.508
C -3.01841 0.30090 -5.41083 -0.769
C -1.90387 0.59094 -4.64031 -0.473
C -1.56603 -0.23019 -3.57340 0.393
S 0.02524 0.02686 -2.68271 0.057
N -0.67373 -0.40105 -1.18104 -0.305
C -1.42657 -1.43393 -1.07185 0.926
C -1.61788 -1.95753 0.31945 -0.016
C -2.71626 -2.71659 0.68808 -0.944
C -2.80043 -3.16712 1.99992 -0.443
C -1.79017 -2.83524 2.88372 -0.835
C -0.73895 -2.05026 2.42456 -0.068
N -0.64604 -1.61705 1.17509 0.058
H -2.57400 -2.89218 -1.91470 0.311
H -4.09374 -2.49331 -3.80228 0.376
H -4.65299 -1.05447 -5.72557 0.399
H -3.28321 0.93585 -6.24493 0.407
H -1.27689 1.44418 -4.87358 0.438
H -3.51244 -2.93343 -0.01112 0.366
H -3.64588 -3.75969 2.32208 0.447
H -1.81337 -3.16682 3.91199 0.401
H 0.06400 -1.75866 3.09148 0.452
N 1.85340 -1.94530 -3.33967 0.388
C 0.73882 -1.27439 -3.59026 -0.216
N 1.65791 -0.04494 -1.47167 -0.944
C 2.44675 -1.03591 -1.38325 0.490
N 2.71146 -1.98145 -2.36726 -0.880
C 3.23944 -1.27116 -0.13267 0.304
C 4.48329 -1.89277 -0.11179 -0.273
N 5.16462 -2.05762 1.01608 -0.569
C 4.59517 -1.60807 2.12831 -0.348
C 3.34699 -1.00212 2.11692 -0.294
N 2.66740 -0.83448 0.98908 0.008
H 2.07462 -2.63133 -4.05556 0.304
H 0.20392 -1.61712 -4.46366 0.495
H 4.93203 -2.25903 -1.02557 0.461
H 5.14386 -1.73496 3.05340 0.371
H 2.88981 -0.64187 3.03097 0.456
C -0.95666 3.94939 3.60628 -1.581
C 0.43643 3.89496 2.96790 2.249
C 0.65226 5.09497 2.03650 -1.600
C 1.52632 3.84427 4.04669 -1.602
C 0.53575 2.66603 2.16178 -0.469
N 0.62739 1.71118 1.53378 -0.656
H -1.03397 4.85815 4.20318 0.393
H -1.12459 3.09313 4.25937 0.380
H -1.73666 3.96873 2.84569 0.391
H 0.58612 6.01024 2.62533 0.398
H -0.10731 5.13130 1.25620 0.392
H 1.63415 5.05746 1.56580 0.394
H 1.46927 4.75441 4.64450 0.404
H 2.51973 3.78682 3.60255 0.388
H 1.38929 2.99061 4.71026 0.379
```

Values from the calculation:
**2S+1**: 1
**Charge**: +1
**Gap between HOMO and LUMO**: 0.2827 Eh
**Strongest force on any atom**: 0.40 eV Å⁻¹
**Calculated total energy**: -1788.54303 a.u.